Entry 1:
{"formula": "C2H11NO5", "method": "ωB97M-V/def2-TZVPD", "symbols": ["O", "C", "N", "C", "O", "H", "H", "H", "H", "H", "O", "H", "H", "O", "H", "H", "O", "H", "H"], "xyz": [[1.4154, 1.3884, 0.0050], [2.0571, 0.4192, -0.0116], [1.5547, -0.8158, -0.4387], [0.1001, -1.0235, -0.5645], [-0.0752, -2.3895, -0.3806], [3.1100, 0.3114, 0.2885], [1.9953, -1.6179, -0.2271], [-0.6464, -0.6185, 0.1426], [-0.1717, -0.6430, -1.5281], [-0.2740, -2.9847, -1.2843], [-2.5856, -0.4051, 3.2733], [-1.9647, -1.2353, 3.1493], [-2.6694, -0.1482, 2.3236], [1.2302, 1.3528, -2.7603], [1.3011, 1.5421, -1.8699], [0.3064, 1.1872, -2.9239], [-2.4647, 1.2665, 0.7093], [-3.1539, 1.9300, 0.7883], [-1.8206, 1.9090, 0.8949]], "forces_ev_per_a": [[-2.2095, 4.0721, 0.2669], [1.7077, -5.8744, -0.4181], [-2.3671, 4.9729, 0.3882], [0.0105, -0.2442, -0.2277], [-1.1592, -3.9117, -3.6012], [0.1742, 0.3592, 0.0247], [2.1114, -3.1692, 0.9634], [1.2704, 0.8024, 0.2550], [-0.4121, -0.0602, -0.7343], [0.9667, 2.8676, 3.5266], [1.9740, -2.5544, -1.6159], [-1.8666, 2.4175, 0.7037], [-0.0668, 0.2073, 0.8935], [0.1425, -0.6184, -3.2792], [0.0746, 0.8054, 2.9601], [-0.3780, 0.0323, -0.0901], [-1.3766, -0.2620, -0.2136], [-1.4031, -0.5361, -0.2120], [2.8068, 0.6938, 0.4099]], "mulliken_charge": [-0.5271, 0.0132, -0.0808, -0.0178, -0.6306, 0.3581, 0.2433, 0.1342, 0.1635, 0.3416, -0.6634, 0.3273, 0.3471, -0.6342, 0.3380, 0.2988, -0.5978, 0.2834, 0.3031], "homo_lumo_gap_ev": 10.571, "max_force_ev_per_a": 6.1, "e_homo_ev": -10.25, "smiles": "O=CNCO.O.O.O", "lumo_ev": 0.32, "total_energy_ha": -513.703645, "multiplicity": 1}

---

Entry 2:
{"formula": "C2H11NO5", "method": "ωB97M-V/def2-TZVPD", "symbols": ["O", "C", "N", "C", "O", "H", "H", "H", "H", "H", "O", "H", "H", "O", "H", "H", "O", "H", "H"], "xyz": [[-0.7626, -1.0341, 1.4445], [-1.0001, -1.5463, 0.3512], [-0.5059, -1.1466, -0.8153], [0.3836, 0.0015, -1.0168], [-0.0569, 0.6442, -2.1815], [-1.6667, -2.4307, 0.3396], [-0.8711, -1.5330, -1.6690], [0.3311, 0.7781, -0.2387], [1.4268, -0.3897, -1.1509], [0.0432, 0.2256, -3.0354], [-1.7606, 2.7421, -0.2161], [-1.1341, 2.2768, -0.8047], [-1.2929, 2.6636, 0.6330], [1.7290, -1.9358, 0.5037], [1.4719, -1.3377, 1.2163], [2.2127, -2.6567, 0.9135], [0.2619, 1.7061, 1.5907], [0.9241, 2.1467, 2.1370], [0.2665, 0.8261, 1.9989]], "forces_ev_per_a": [[0.3271, 0.0562, -0.3716], [-0.3994, -0.1018, 1.2122], [-0.0693, 0.5452, 0.0819], [0.6990, -0.7509, -1.2169], [-0.5392, 1.4930, -0.0567], [0.1165, 0.2524, -0.4947], [-0.0434, -0.2266, 0.1062], [-0.0342, -0.8925, -0.0911], [-0.8615, 0.4678, 0.3097], [0.4730, -0.5945, 0.1771], [0.8250, -0.3928, -0.0560], [-0.6236, 0.3587, 0.0634], [-0.3144, 0.0242, -0.1791], [0.5927, -0.1577, 0.0705], [-0.1187, -0.2465, 0.0466], [0.0522, 0.0311, 0.1471], [0.6988, -0.0975, 0.9033], [-0.0628, 0.4553, -0.2345], [-0.7176, -0.2231, -0.4174]], "mulliken_charge": [-0.5990, -0.0170, 0.0151, -0.0570, -0.5631, 0.3804, 0.2325, 0.1313, 0.2268, 0.2862, -0.6534, 0.3073, 0.3578, -0.5984, 0.3040, 0.2822, -0.6407, 0.2940, 0.3110], "homo_lumo_gap_ev": 10.474, "max_force_ev_per_a": 1.6, "e_homo_ev": -10.05, "smiles": "O=CNCO.O.O.O", "lumo_ev": 0.42, "total_energy_ha": -513.748108, "multiplicity": 1}

---

Let's list energy above the lowest of the compared OMol25 structures with the same formula, charge and spin in order: 2.289; 1.079 eV.